{"formula": "C19H34N2O19PS3", "method": "ωB97M-V with the def2-TZVPD basis set", "species": ["N", "C", "C", "O", "C", "S", "O", "O", "N", "S", "O", "O", "P", "O", "O", "S", "H", "H", "H", "H", "H", "H", "H", "H", "H", "H", "C", "C", "C", "O", "C", "O", "O", "H", "H", "H", "H", "H", "H", "C", "C", "C", "O", "C", "O", "O", "H", "H", "H", "H", "H", "H", "C", "C", "C", "O", "C", "O", "O", "H", "H", "H", "H", "H", "H", "C", "C", "C", "O", "C", "O", "O", "H", "H", "H", "H", "H", "H"], "positions_angstrom": [[6.044, -0.428, 1.120], [6.437, 0.260, 2.348], [6.638, 1.760, 2.175], [7.540, 2.075, 1.121], [5.362, 2.578, 2.079], [4.476, 2.756, 0.519], [4.512, 4.171, 0.262], [5.000, 1.908, -0.502], [2.936, 2.400, 0.885], [2.591, 0.944, 1.270], [2.137, 0.071, 0.206], [3.452, 0.287, 2.232], [0.798, 1.311, 2.430], [0.305, -0.141, 2.875], [-0.274, 1.888, 1.391], [1.103, 2.542, 3.869], [5.311, -1.097, 1.309], [6.826, -0.940, 0.739], [7.376, -0.157, 2.736], [5.697, 0.108, 3.131], [7.091, 2.089, 3.120], [8.424, 1.862, 1.421], [5.599, 3.604, 2.344], [4.686, 2.196, 2.839], [0.699, -0.796, 2.276], [-0.946, 1.214, 1.219], [3.102, 6.525, 6.769], [3.009, 5.009, 6.858], [3.208, 4.434, 8.243], [3.738, 3.136, 7.964], [4.412, 3.224, 6.783], [5.183, 2.415, 6.389], [4.095, 4.376, 6.149], [3.162, 6.978, 7.760], [3.980, 6.818, 6.197], [2.226, 6.943, 6.277], [2.078, 4.652, 6.413], [2.291, 4.358, 8.822], [3.956, 4.996, 8.810], [-2.107, -1.975, -1.097], [-2.836, -1.654, 0.199], [-4.319, -1.950, 0.201], [-4.817, -0.992, 1.148], [-3.994, 0.082, 1.106], [-4.236, 1.145, 1.570], [-2.845, -0.229, 0.445], [-2.750, -2.507, -1.798], [-1.754, -1.062, -1.573], [-1.241, -2.608, -0.909], [-2.339, -2.127, 1.048], [-4.565, -2.961, 0.513], [-4.777, -1.753, -0.770], [-0.507, -0.608, -7.019], [-1.738, -1.035, -6.235], [-1.554, -1.111, -4.735], [-2.516, -2.114, -4.364], [-2.651, -2.949, -5.415], [-3.175, -4.017, -5.372], [-2.112, -2.405, -6.526], [0.294, -0.286, -6.353], [-0.141, -1.431, -7.629], [-0.732, 0.228, -7.678], [-2.598, -0.412, -6.486], [-1.760, -0.177, -4.219], [-0.560, -1.468, -4.459], [-7.955, -4.613, -6.260], [-6.867, -4.354, -5.229], [-6.502, -5.538, -4.361], [-6.059, -4.911, -3.152], [-6.707, -3.728, -3.048], [-6.751, -3.068, -2.060], [-7.301, -3.409, -4.220], [-8.216, -5.671, -6.304], [-8.851, -4.045, -6.018], [-7.628, -4.320, -7.256], [-5.977, -3.938, -5.692], [-5.716, -6.161, -4.777], [-7.378, -6.151, -4.127]], "fmax_ev_per_a": 2.091, "charge": -1, "gap_ev": 7.34}

{"formula": "C19H34N4OS", "method": "ωB97M-V with the def2-TZVPD basis set", "species": ["C", "C", "C", "C", "C", "N", "C", "C", "N", "C", "C", "C", "N", "C", "N", "C", "C", "C", "C", "S", "C", "C", "C", "C", "O", "H", "H", "H", "H", "H", "H", "H", "H", "H", "H", "H", "H", "H", "H", "H", "H", "H", "H", "H", "H", "H", "H", "H", "H", "H", "H", "H", "H", "H", "H", "H", "H", "H", "H"], "positions_angstrom": [[-6.240, -1.677, -0.511], [-5.890, -1.011, 0.818], [-7.116, -0.289, 1.374], [-4.728, -0.024, 0.669], [-3.383, -0.698, 0.389], [-2.310, 0.284, 0.439], [-1.058, -0.213, 0.974], [-0.199, -0.950, -0.054], [0.085, -0.035, -1.146], [1.040, -0.585, -2.102], [2.367, -0.817, -1.473], [3.007, -1.987, -1.230], [4.222, -1.911, -0.631], [4.546, -0.681, -0.392], [5.687, -0.288, 0.180], [5.984, 1.086, 0.515], [7.386, 1.013, 1.117], [7.419, -0.382, 1.743], [6.650, -1.222, 0.726], [3.346, 0.516, -0.901], [-1.161, 0.346, -1.787], [-2.148, 1.019, -0.810], [-1.893, 2.525, -0.593], [-0.585, 2.991, 0.058], [0.572, 2.693, -0.670], [-6.509, -0.925, -1.251], [-7.086, -2.350, -0.385], [-5.404, -2.255, -0.894], [-5.595, -1.790, 1.531], [-7.946, -0.981, 1.496], [-7.428, 0.503, 0.696], [-6.895, 0.156, 2.342], [-4.618, 0.546, 1.594], [-4.962, 0.686, -0.127], [-3.205, -1.443, 1.168], [-3.417, -1.228, -0.575], [-1.274, -0.870, 1.819], [-0.482, 0.635, 1.349], [0.744, -1.260, 0.403], [-0.722, -1.853, -0.417], [1.138, 0.140, -2.917], [0.681, -1.540, -2.529], [2.625, -2.960, -1.485], [5.253, 1.468, 1.241], [5.934, 1.719, -0.376], [8.135, 1.084, 0.328], [7.565, 1.805, 1.841], [6.892, -0.375, 2.698], [8.430, -0.747, 1.904], [7.310, -1.585, -0.071], [6.135, -2.081, 1.160], [-0.940, 1.038, -2.602], [-1.651, -0.546, -2.223], [-3.122, 0.988, -1.314], [-1.965, 3.005, -1.572], [-2.710, 2.898, 0.027], [-0.617, 4.084, 0.123], [-0.518, 2.604, 1.085], [0.623, 1.723, -0.768]], "fmax_ev_per_a": 0.908, "charge": 0, "e_above_lowest_kcal_mol": 0.00, "smiles": "CC(C)CCN1CCN(Cc2cnc(N3CCCC3)s2)C[C@@H]1CCO", "gap_ev": 8.43}

{"formula": "C19H35F3GaNO13P", "method": "ωB97M-V with the def2-TZVPD basis set", "species": ["C", "C", "C", "C", "C", "Ga", "C", "C", "O", "C", "N", "C", "C", "P", "O", "O", "O", "H", "H", "H", "H", "H", "H", "H", "H", "H", "H", "H", "H", "H", "H", "H", "H", "H", "H", "H", "H", "H", "H", "H", "H", "H", "H", "C", "C", "O", "C", "O", "O", "F", "H", "H", "H", "C", "C", "O", "C", "O", "O", "F", "H", "H", "H", "C", "C", "O", "C", "O", "O", "F", "H", "H", "H"], "positions_angstrom": [[0.884, 3.596, 3.752], [0.024, 2.355, 3.933], [-0.506, 1.707, 2.635], [-0.648, 2.618, 1.419], [0.651, 2.831, 0.598], [0.385, 2.763, -1.419], [-1.152, 3.972, -2.077], [-1.194, 5.311, -1.379], [0.158, 5.792, -1.229], [2.119, 3.345, -2.365], [2.980, 4.220, -1.525], [4.280, 3.624, -1.238], [-0.121, 0.855, -2.091], [0.937, -0.434, -1.521], [0.967, -1.585, -2.441], [0.419, -0.932, -0.063], [2.414, 0.117, -1.252], [1.739, 3.361, 3.126], [1.292, 3.930, 4.702], [0.355, 4.406, 3.261], [-0.769, 2.555, 4.644], [0.659, 1.617, 4.427], [-1.504, 1.333, 2.872], [0.080, 0.824, 2.394], [-1.363, 2.120, 0.757], [-1.114, 3.567, 1.671], [1.064, 3.797, 0.886], [1.388, 2.100, 0.937], [-2.093, 3.427, -1.992], [-0.962, 4.142, -3.136], [-1.725, 6.069, -1.960], [-1.670, 5.177, -0.405], [0.173, 6.336, -0.430], [2.672, 2.426, -2.552], [1.921, 3.866, -3.300], [2.544, 4.389, -0.629], [4.985, 4.370, -0.869], [4.176, 2.837, -0.480], [4.708, 3.197, -2.138], [-1.149, 0.674, -1.795], [-0.036, 0.887, -3.169], [-0.485, -0.595, 0.064], [2.680, -0.076, -0.338], [-0.989, -3.823, -3.637], [-0.718, -3.750, -5.115], [-1.710, -4.622, -5.652], [-2.764, -4.610, -4.789], [-3.848, -5.025, -5.054], [-2.415, -4.060, -3.613], [0.506, -4.234, -5.443], [-0.484, -4.671, -3.170], [-0.724, -2.906, -3.112], [-0.835, -2.759, -5.553], [-1.728, -8.682, -4.461], [-1.230, -9.544, -3.324], [-0.406, -8.649, -2.599], [-0.894, -7.392, -2.813], [-0.617, -6.432, -2.179], [-1.756, -7.389, -3.857], [-0.481, -10.586, -3.762], [-1.030, -8.679, -5.300], [-2.715, -8.964, -4.817], [-2.014, -9.922, -2.666], [-0.346, 0.222, 8.699], [-0.045, 0.557, 7.257], [-0.633, 1.837, 7.113], [-0.608, 2.434, 8.338], [-0.779, 3.588, 8.535], [-0.352, 1.516, 9.309], [-0.641, -0.309, 6.405], [-1.329, -0.238, 8.806], [0.404, -0.418, 9.156], [1.018, 0.620, 7.017]], "fmax_ev_per_a": 1.715, "charge": -1, "gap_ev": 6.17}